C32H19Br2N6O5Ru as an isolated structure, computed with ωB97M-V with the def2-TZVPD basis set.

```
! wB97M-V def2-TZVPD RIJCOSX def2/J DEFGRID3
* xyz 0 2
Ru 0.29 -0.01 0.18
Br -3.65 -4.53 -3.63
C -2.62 -3.32 -2.63
C -3.07 -2.88 -1.40
C -2.27 -2.00 -0.70
N -1.10 -1.56 -1.16
C -0.68 -1.99 -2.34
C -1.41 -2.88 -3.12
C 0.65 -1.47 -2.76
C 1.17 -1.68 -4.03
C 2.43 -1.18 -4.30
Br 3.18 -1.41 -6.01
C 3.14 -0.53 -3.31
C 2.53 -0.35 -2.08
N 1.31 -0.80 -1.81
H -4.02 -3.22 -0.99
H -2.58 -1.62 0.27
H -1.04 -3.23 -4.07
H 0.62 -2.20 -4.79
H 4.13 -0.14 -3.49
H 3.03 0.16 -1.27
N -1.90 0.11 2.69
C -2.25 0.89 1.61
C -3.29 1.82 1.83
C -3.79 2.54 0.79
C -3.29 2.33 -0.49
C -2.25 1.45 -0.63
N -1.69 0.77 0.40
C -1.09 -1.01 2.81
C -0.97 -1.58 4.08
C -0.19 -2.71 4.23
C 0.43 -3.27 3.11
C 0.26 -2.63 1.91
N -0.47 -1.51 1.75
H -2.26 0.44 3.56
H -3.68 1.94 2.84
H -4.59 3.26 0.96
H -3.68 2.85 -1.35
H -1.78 1.28 -1.59
H -1.46 -1.13 4.93
H -0.07 -3.15 5.21
H 1.05 -4.15 3.19
H 0.76 -2.99 1.01
O 3.70 -0.60 5.15
C 3.14 -0.36 4.13
C 3.47 -0.94 2.74
O 4.39 -1.68 2.47
C 2.41 -0.43 1.87
C 1.55 0.40 2.55
O 0.56 0.98 1.91
C 1.90 0.54 3.96
O 1.34 1.17 4.82
O 2.19 -0.70 0.62
N 1.33 6.62 -3.14
C 1.21 5.59 -2.64
C 1.06 4.31 -2.01
C 1.36 4.14 -0.66
C 1.20 2.91 -0.04
C 0.74 1.79 -0.74
C 0.44 1.99 -2.10
C 0.59 3.22 -2.73
H 1.72 4.99 -0.09
H 1.43 2.84 1.01
H 0.05 1.18 -2.70
H 0.34 3.33 -3.78
*
```

Output
Highest occupied orbital energy (spin up / spin down) (eV): -7.51 / -7.57
<S²>: 0.7569
HOMO-LUMO gap (spin up / spin down) (eV): 6.4641 / 6.5207

***

C32H19Cl3F5N3O4S3ScSe as an isolated structure, computed with ωB97M-V with the def2-TZVPD basis set.

```
! wB97M-V def2-TZVPD RIJCOSX def2/J DEFGRID3
* xyz -1 1
Sc 0.09 0.21 -0.05
C -4.21 -0.13 2.25
O -3.17 0.25 3.17
C -2.03 0.23 2.46
N -2.07 -0.16 1.25
C -3.45 -0.56 0.96
C -3.65 -2.03 0.69
C -2.83 -3.00 1.26
C -3.08 -4.34 1.04
C -4.17 -4.73 0.27
C -5.00 -3.77 -0.28
C -4.74 -2.43 -0.08
C -0.79 0.67 3.10
C -0.75 1.13 4.41
C 0.46 1.55 4.92
C 1.59 1.48 4.12
C 1.44 1.02 2.82
N 0.28 0.63 2.31
C 2.56 0.95 1.88
N 2.43 0.61 0.66
C 3.75 0.70 0.03
C 4.67 1.15 1.21
O 3.77 1.31 2.32
C 4.27 -0.55 -0.64
C 5.64 -0.66 -0.88
C 6.16 -1.79 -1.50
C 5.32 -2.83 -1.86
C 3.96 -2.73 -1.62
C 3.44 -1.59 -1.03
H -4.86 0.73 2.09
H -4.77 -0.95 2.68
H -3.79 0.00 0.09
H -1.96 -2.70 1.84
H -2.40 -5.08 1.44
H -4.36 -5.78 0.09
H -5.85 -4.07 -0.89
H -5.38 -1.67 -0.53
H -1.66 1.16 4.99
H 0.53 1.94 5.93
H 2.56 1.80 4.47
H 3.68 1.49 -0.73
H 5.17 2.10 1.03
H 5.39 0.38 1.47
H 6.31 0.14 -0.60
H 7.22 -1.85 -1.69
H 5.73 -3.72 -2.34
H 3.29 -3.54 -1.89
H 2.38 -1.52 -0.88
S 0.31 -4.45 -0.77
C 0.08 -2.84 -0.41
S -0.79 -1.78 -1.44
S 0.74 -2.15 1.03
Cl 1.54 1.92 -5.49
C 1.94 1.24 -3.91
Cl 3.16 2.27 -3.14
Cl 2.60 -0.39 -4.13
C 0.66 1.13 -3.00
O -0.40 1.36 -3.53
O 0.91 0.81 -1.79
F -4.32 4.13 -3.79
C -3.35 3.88 -2.90
C -3.18 2.60 -2.40
F -3.96 1.60 -2.80
C -2.17 2.39 -1.48
F -1.98 1.13 -1.03
C -1.34 3.38 -1.00
Se -0.06 2.99 0.33
C -1.53 4.65 -1.54
F -0.76 5.67 -1.15
C -2.52 4.90 -2.48
F -2.69 6.13 -2.97
*
```

Output
Highest occupied orbital energy (eV): -4.34
HOMO-LUMO gap (eV): 5.7108

***

C32H19F5IIrN4O3 as an isolated structure, computed with ωB97M-V with the def2-TZVPD basis set.

```
! wB97M-V def2-TZVPD RIJCOSX def2/J DEFGRID3
* xyz 0 1
Ir -1.18 -0.22 0.34
C -1.76 5.44 0.47
C -2.99 4.96 0.04
C -3.26 3.61 0.05
C -2.29 2.71 0.50
C -1.06 3.19 0.93
C -0.80 4.54 0.92
N -2.57 1.33 0.57
N -3.77 1.00 0.57
C -4.01 -0.33 0.28
C -5.30 -0.85 0.35
C -5.52 -2.17 -0.01
C -4.47 -2.94 -0.47
C -3.17 -2.44 -0.48
C -2.91 -1.14 -0.06
H -1.55 6.50 0.46
H -3.74 5.66 -0.31
H -4.21 3.23 -0.30
H -0.31 2.49 1.28
H 0.17 4.90 1.26
H -6.11 -0.22 0.69
H -6.52 -2.59 0.06
H -4.65 -3.96 -0.81
H -2.37 -3.07 -0.82
I 6.37 0.22 -3.32
C 4.40 0.63 -2.72
C 3.45 -0.37 -2.80
C 2.14 -0.09 -2.43
C 1.79 1.18 -2.01
C 2.75 2.18 -1.94
C 4.07 1.91 -2.29
C 0.37 1.50 -1.58
O 0.09 2.65 -1.34
O -0.46 0.47 -1.54
H 3.72 -1.36 -3.14
H 1.39 -0.86 -2.49
H 2.46 3.17 -1.61
H 4.82 2.68 -2.23
F 3.13 1.15 5.73
C 2.56 0.94 4.54
C 3.34 0.88 3.39
F 4.67 0.99 3.49
C 2.76 0.68 2.15
F 3.53 0.59 1.07
C 1.36 0.56 1.99
O 0.81 0.46 0.83
C 0.63 0.54 3.19
F -0.71 0.31 3.09
C 1.20 0.75 4.43
F 0.44 0.75 5.54
N 1.21 -3.60 1.07
C 0.41 -2.58 1.39
N -0.16 -2.05 0.34
C 0.30 -2.76 -0.76
C 0.01 -2.63 -2.12
C 0.64 -3.49 -2.98
C 1.55 -4.46 -2.53
C 1.83 -4.61 -1.18
C 1.18 -3.75 -0.31
H 1.73 -4.17 1.72
H 0.26 -2.25 2.41
H -0.69 -1.87 -2.45
H 0.45 -3.42 -4.04
H 2.04 -5.11 -3.24
H 2.51 -5.37 -0.83
*
```

Output
Highest occupied orbital energy (eV): -8.00
HOMO-LUMO gap (eV): 6.1317

***

C32H19IrN8Se as an isolated structure, computed with ωB97M-V with the def2-TZVPD basis set.

```
! wB97M-V def2-TZVPD RIJCOSX def2/J DEFGRID3
* xyz 2 1
Ir -0.89 0.03 0.85
Se 5.88 -2.64 2.82
N 4.35 -2.45 3.71
C 3.48 -1.95 2.87
C 2.10 -1.65 3.24
C 1.55 -1.84 4.51
C 0.22 -1.51 4.72
C -0.55 -1.01 3.68
N -0.03 -0.83 2.46
C 1.28 -1.14 2.24
C 1.77 -0.87 0.91
N 0.87 -0.32 0.05
C 1.23 -0.01 -1.19
C 2.53 -0.24 -1.63
C 3.46 -0.80 -0.78
C 3.07 -1.12 0.53
C 3.96 -1.69 1.54
N 5.21 -1.99 1.31
H 2.17 -2.23 5.30
H -0.23 -1.63 5.69
H -1.59 -0.75 3.81
H 0.48 0.43 -1.83
H 2.79 0.03 -2.65
H 4.48 -0.98 -1.09
C -2.10 -4.18 0.25
C -1.61 -3.01 0.77
N -1.74 -1.83 0.12
C -2.34 -1.83 -1.07
C -2.86 -2.97 -1.67
C -2.74 -4.16 -0.98
C -3.54 -2.88 -2.98
C -3.05 -2.36 -4.10
C -1.66 -1.92 -4.32
C -1.34 -1.05 -5.36
C -0.01 -0.69 -5.50
N 0.95 -1.18 -4.72
C 0.54 -2.05 -3.79
N -0.70 -2.42 -3.53
H -1.99 -5.10 0.81
H -1.13 -2.98 1.74
H -2.44 -0.86 -1.56
H -3.14 -5.08 -1.40
H -4.55 -3.26 -2.99
H -3.70 -2.29 -4.96
H -2.10 -0.65 -6.02
H 0.31 0.01 -6.27
H 1.31 -2.50 -3.18
N -0.62 9.84 1.66
C -0.61 8.70 1.59
C -0.59 7.26 1.50
C -1.70 6.53 1.90
C -1.69 5.16 1.82
C -0.55 4.50 1.31
C 0.57 5.25 0.90
C 0.55 6.62 1.00
C -0.52 3.10 1.22
C -0.52 1.87 1.10
H -2.57 7.05 2.29
H -2.54 4.57 2.13
H 1.45 4.74 0.52
H 1.41 7.21 0.69
*
```

Output
Highest occupied orbital energy (spin up / spin down) (eV): -13.50 / -13.50
HOMO-LUMO gap (spin up / spin down) (eV): 5.8437 / 5.8489

***

| no. | M (g/mol) |
| --- | --- |
| 1 | 828.4 |
| 2 | 931.0 |
| 3 | 921.6 |
| 4 | 786.7 |